Entry 1:
This record from the Open Molecules 2025 dataset describes a structure of composition C63H66Ge2O5P2PtS4. The level of theory is ωB97M-V/def2-TZVPD.

Last column: Löwdin spin population.
Element x y z (Å)
Pt -0.023680 -1.375770 -2.369479  1.1850
C -3.533733 1.465259 6.124562  0.0000
C -2.904901 2.046102 4.886443  0.0000
C -1.593998 2.508143 4.901017  0.0000
C -1.027634 3.118752 3.790820  0.0000
C 0.394770 3.612059 3.833711  0.0003
C -1.794224 3.263580 2.629085  0.0000
C -3.099883 2.767005 2.580068  0.0001
C -3.943879 2.847756 1.333074  0.0000
C -3.632323 2.161222 3.712314  0.0000
C -1.283427 4.111589 1.514195  0.0002
C -1.492765 5.480539 1.683593  0.0003
C -1.160226 6.383799 0.694226  -0.0004
C -0.613094 5.922970 -0.487733  0.0002
C -0.362904 4.567457 -0.681533  0.0001
C -0.690401 3.645173 0.333432  0.0034
Ge -0.237633 1.698079 0.130347  0.0464
S -0.140600 1.076116 -1.998775  0.8146
S -1.316836 0.143520 1.394909  0.0114
Ge 0.778253 -0.818138 1.450808  0.0187
S 0.763846 -2.271780 -0.182667  0.1766
S 1.796229 1.164695 0.942470  0.0790
C 1.576735 -1.640944 3.079651  0.0034
C 0.807125 -2.614989 3.717605  0.0010
C 1.331451 -3.312104 4.799534  0.0000
C 2.613430 -3.038732 5.246974  0.0007
C 3.377755 -2.078921 4.605071  0.0000
C 2.882264 -1.375073 3.507205  0.0008
C 3.794573 -0.387120 2.861583  0.0030
C 4.552556 -0.738128 1.739237  0.0005
C 4.423379 -2.089122 1.088946  0.0014
C 5.427725 0.202910 1.202317  0.0001
C 5.569867 1.465516 1.753026  0.0003
C 6.519843 2.473350 1.163428  0.0001
C 4.816328 1.791239 2.877366  0.0006
C 3.932846 0.885513 3.439995  0.0036
C 3.097397 1.268980 4.632874  0.0003
C -0.578996 -2.890169 3.246680  0.0007
C -0.827100 -3.925725 2.338704  0.0012
C 0.283866 -4.823843 1.865388  0.0052
C -2.129441 -4.129661 1.897900  0.0002
C -3.181913 -3.344858 2.348521  0.0000
C -4.591851 -3.601861 1.886121  0.0000
C -2.917434 -2.336681 3.267084  0.0003
C -1.630058 -2.099418 3.729195  0.0006
C -1.370680 -1.004202 4.728175  0.0002
C 0.222874 4.183505 -1.996648  0.0083
C -0.624844 4.034702 -3.099153  0.0073
C -2.110376 4.245891 -2.960105  0.0014
C -0.086491 3.660891 -4.323749  0.0037
C 1.274004 3.427844 -4.470630  0.0011
C 1.841807 2.943412 -5.778121  -0.0001
C 2.106168 3.628845 -3.376739  0.0116
C 1.607305 4.026621 -2.140826  0.0134
C 2.546485 4.301364 -0.997095  0.0003
H -2.775154 1.114820 6.823602  0.0000
H -4.196901 0.635893 5.876064  0.0000
H -4.131872 2.224058 6.634577  0.0000
H -1.002431 2.402772 5.804769  0.0000
H 0.849873 3.379118 4.795494  0.0000
H 0.442512 4.691938 3.680189  0.0000
H 0.988878 3.142932 3.044796  0.0008
H -3.545740 3.560153 0.613073  0.0000
H -4.966050 3.136488 1.579356  0.0000
H -3.979102 1.863028 0.855677  0.0000
H -4.650267 1.784789 3.674134  0.0000
H -1.946483 5.819449 2.607229  0.0001
H -1.342436 7.441455 0.837873  0.0000
H -0.355846 6.614555 -1.281588  0.0001
H 0.721073 -4.065180 5.283910  0.0000
H 3.019656 -3.578412 6.093305  0.0000
H 4.388945 -1.873306 4.936335  0.0000
H 4.078488 -2.843729 1.794585  0.0001
H 5.372590 -2.412036 0.661925  0.0001
H 3.700957 -2.044976 0.269256  0.0013
H 6.005193 -0.065194 0.323677  0.0000
H 6.949040 2.109673 0.230651  0.0000
H 7.336534 2.683319 1.856999  0.0000
H 6.007393 3.416587 0.964950  0.0000
H 4.912328 2.781442 3.312147  0.0000
H 3.205678 2.330110 4.855090  0.0000
H 3.393430 0.697373 5.514693  0.0000
H 2.042008 1.055828 4.445544  0.0002
H 1.221935 -4.278672 1.774391  0.0038
H 0.042515 -5.257836 0.895776  0.0001
H 0.438466 -5.638525 2.578185  0.0003
H -2.321173 -4.918478 1.177787  0.0000
H -4.603772 -4.213860 0.984643  0.0000
H -5.116329 -2.667020 1.683910  0.0000
H -5.150946 -4.132840 2.659877  0.0000
H -3.731434 -1.717599 3.632600  0.0000
H -2.271040 -0.794887 5.303353  0.0000
H -1.081428 -0.083540 4.214859  0.0002
H -0.567779 -1.273594 5.413369  0.0000
H -2.344690 5.307711 -2.864989  -0.0001
H -2.497994 3.747139 -2.068628  0.0007
H -2.636002 3.855966 -3.831966  0.0000
H -0.747460 3.523577 -5.173900  0.0001
H 1.170777 3.165224 -6.607522  0.0000
H 1.992157 1.861453 -5.738812  0.0000
H 2.809068 3.404492 -5.976746  0.0000
H 3.174936 3.480834 -3.492219  0.0001
H 3.563575 4.425107 -1.367601  0.0000
H 2.555115 3.474364 -0.287335  0.0000
H 2.251804 5.197805 -0.451132  0.0001
C -2.975943 0.255572 -3.562221  0.0311
P -2.364375 -1.277793 -2.768156  0.1162
C -3.499331 -1.486459 -1.363993  0.0180
C -2.812472 -2.482053 -4.045061  0.0202
C -4.068124 -3.079783 -4.093324  0.0074
C -4.400841 -3.923926 -5.139496  0.0025
C -3.479620 -4.170829 -6.146693  0.0037
C -2.224681 -3.583958 -6.099652  0.0028
C -1.872747 -2.739635 -5.050381  0.0080
P -0.200622 -1.998510 -4.932252  0.1215
C 0.827255 -3.205177 -5.862301  0.0350
C -0.280637 -0.617542 -6.162399  0.0111
H -4.048684 0.170751 -3.739897  0.0043
H -2.464699 0.384708 -4.515897  0.0000
H -2.763041 1.119183 -2.930663  0.0153
H -4.518698 -1.203358 -1.627572  0.0045
H -3.124912 -0.842157 -0.565536  0.0003
H -3.456345 -2.514770 -1.005889  -0.0001
H -4.789636 -2.893148 -3.307222  0.0007
H -5.373705 -4.397202 -5.167643  0.0002
H -3.731979 -4.832629 -6.964848  0.0002
H -1.515974 -3.805469 -6.886890  0.0004
H 0.587671 -4.217895 -5.542688  0.0002
H 1.878496 -3.003145 -5.653474  0.0017
H 0.661071 -3.101701 -6.934288  0.0061
H -1.082711 -0.775415 -6.883649  0.0030
H 0.673719 -0.571193 -6.688073  -0.0001
H -0.432263 0.333844 -5.652042  0.0002
O 4.085761 -6.354392 -2.533143  0.0666
C 3.310236 -5.444462 -2.623610  0.0178
C 3.650920 -3.959343 -2.552166  0.0314
O 4.745649 -3.493602 -2.366862  0.1111
C 2.368593 -3.222474 -2.732211  0.0984
C 1.262088 -4.182348 -2.777555  0.1111
O 0.061508 -3.860920 -2.833836  0.2987
C 1.814575 -5.555906 -2.873513  0.0387
O 1.215604 -6.563189 -3.167671  0.1301
O 2.228737 -2.000561 -2.887889  0.2661

Cartesian forces (eV/Å) of the 6 atoms listed first:
Pt -0.6 0.3 -0.3
C 0.0 0.1 -0.1
C 0.0 0.0 0.0
C 0.0 0.1 0.0
C 0.1 0.0 0.0
C -0.1 0.0 0.0

## Properties
- expectation value of S² = 6.036
- net charge = 0
- spin multiplicity = 5
- energy relative to the best compared isomer or geometry (same formula, charge and spin) (kcal/mol) = 12.5

Entry 2:
This record from the Open Molecules 2025 dataset describes a cluster of 11 separate species, C63H67NO3P in total. The level of theory is ωB97M-V/def2-TZVPD.

Last column: Mulliken charge in e.
Element x y z (Å)
O 1.856510 -1.269851 2.049970  -0.5325
C 1.581285 -1.380589 0.922346  0.6795
N 1.186780 -1.551942 -0.209644  -0.5572
C 1.705493 -0.686341 -1.345850  0.6400
C 1.982308 0.761895 -0.968391  -0.3241
O 3.102009 1.138903 -1.734536  -0.5349
P 4.248177 -0.192441 -1.698444  -0.1078
O 2.777545 -1.231737 -1.965149  -0.4476
H 0.852878 -0.656304 -2.035463  0.1218
H 1.185225 1.432068 -1.292928  0.2969
H 2.194036 0.972756 0.085089  -0.0066
H 5.367855 0.701246 -1.473920  0.0691
H 4.020665 -0.258901 -0.255275  -0.1823
H 5.086012 -1.370502 -1.576166  0.0218
H 4.430897 -0.171936 -3.126475  -0.1514
C 0.693272 1.900674 2.525813  0.3441
C -0.310692 1.984566 3.479550  -1.1742
C -0.795432 3.221941 3.876164  0.1716
C -0.286349 4.380471 3.310943  -0.3979
C 0.713464 4.300596 2.351117  -0.8813
C 1.211798 3.062898 1.965170  -0.4813
H 1.080020 0.934982 2.227105  0.2341
H -0.714805 1.081349 3.919871  0.5424
H -1.571342 3.278448 4.627694  0.1385
H -0.671544 5.346966 3.614597  0.5255
H 1.108860 5.205042 1.905036  0.4457
H 2.001905 2.999985 1.227179  0.5662
C 2.808786 -4.940561 -5.971290  -0.1660
C 3.297073 -4.090229 -6.954486  -0.7019
C 3.394739 -2.727890 -6.703514  -0.4908
C 3.012119 -2.217941 -5.469677  -0.5013
C 2.525313 -3.064951 -4.485350  0.0837
C 2.422721 -4.426689 -4.739619  -0.6007
H 2.728842 -6.003393 -6.165542  0.4345
H 3.599631 -4.489328 -7.914903  0.3581
H 3.766827 -2.062200 -7.472284  0.3550
H 3.091177 -1.156812 -5.269942  0.4783
H 2.232495 -2.652050 -3.528808  0.3270
H 2.039326 -5.088282 -3.972275  0.3831
C 1.284842 5.488399 6.127135  -0.2071
C 1.866218 6.391232 5.248169  -0.2157
C 1.796449 7.752479 5.506915  -0.6404
C 1.147796 8.211878 6.645701  -0.4530
C 0.565220 7.309394 7.523241  -0.3609
C 0.631757 5.947457 7.261302  -0.7339
H 1.332819 4.426868 5.924761  0.6071
H 2.371822 6.030715 4.361642  0.4550
H 2.246913 8.457048 4.819841  0.3755
H 1.094796 9.274002 6.847032  0.3778
H 0.056845 7.667862 8.409595  0.4192
H 0.172165 5.239423 7.940051  0.4099
C -4.649502 5.602523 0.364687  -0.4756
C -3.309146 5.419423 0.675556  -0.3733
C -2.802285 4.138571 0.841505  -0.0778
C -3.635733 3.039031 0.692306  -0.5329
C -4.975403 3.221160 0.378909  -0.4542
C -5.483094 4.502956 0.217055  -0.4316
H -5.044506 6.602325 0.236880  0.3708
H -2.657644 6.276434 0.790351  0.3929
H -1.759978 3.995022 1.089661  0.3968
H -3.238104 2.040824 0.821493  0.4304
H -5.624333 2.363060 0.260012  0.3871
H -6.528771 4.644828 -0.024820  0.3774
C 3.946237 0.519203 4.817406  -0.5191
C 4.515952 0.024398 5.982171  -0.4881
C 4.728306 0.864171 7.068201  -0.3714
C 4.367887 2.202432 6.994286  -0.5262
C 3.802941 2.698771 5.827731  -0.3925
C 3.595347 1.859396 4.743092  -0.1424
H 3.773198 -0.134368 3.971932  0.4351
H 4.791977 -1.020220 6.044899  0.3935
H 5.174216 0.473637 7.974304  0.3629
H 4.527033 2.856319 7.842512  0.3809
H 3.519618 3.739610 5.755577  0.4667
H 3.146737 2.259099 3.843567  0.4123
C -1.017800 -2.241055 -8.047682  -0.7040
C -0.266391 -2.121767 -6.887567  0.0913
C -0.503315 -1.069815 -6.014329  -0.3922
C -1.496357 -0.143268 -6.298692  -0.4740
C -2.251375 -0.265659 -7.457748  -0.3922
C -2.011069 -1.314109 -8.334526  -0.4396
H -0.828857 -3.060755 -8.729804  0.4997
H 0.506160 -2.846534 -6.662412  0.2209
H 0.088418 -0.974755 -5.112855  0.4868
H -1.681712 0.675346 -5.615422  0.3868
H -3.026798 0.457224 -7.677560  0.3625
H -2.596852 -1.409435 -9.240437  0.3767
C -3.692269 1.040131 6.408614  -0.2817
C -2.368298 0.825576 6.764189  -0.4283
C -1.891327 -0.466646 6.930137  -0.4730
C -2.739841 -1.547065 6.735590  -0.4103
C -4.064000 -1.334110 6.379134  -0.3193
C -4.540932 -0.040942 6.217880  -0.5017
H -4.060380 2.050640 6.279207  0.4351
H -1.705245 1.669797 6.907689  0.4643
H -0.858123 -0.631045 7.206747  0.4155
H -2.367583 -2.555681 6.858254  0.3643
H -4.724165 -2.177512 6.223672  0.3607
H -5.573925 0.124695 5.940438  0.3759
C 4.912720 -8.718986 -5.187060  -0.4836
C 5.564082 -9.721658 -5.890896  -0.3244
C 4.829923 -10.698628 -6.548619  -0.4029
C 3.443377 -10.669772 -6.507295  -0.3192
C 2.791653 -9.665721 -5.805220  -0.4971
C 3.526476 -8.692918 -5.142816  -0.2974
H 5.483109 -7.955929 -4.674352  0.3753
H 6.645485 -9.740685 -5.927767  0.3556
H 5.338881 -11.482499 -7.094692  0.3486
H 2.870387 -11.429427 -7.023263  0.3519
H 1.710085 -9.640431 -5.774398  0.3778
H 3.019267 -7.911275 -4.592633  0.5097
C -4.755263 -6.707027 -8.725377  -0.3231
C -3.925584 -7.797871 -8.943266  -0.3841
C -2.570613 -7.706542 -8.657853  -0.4326
C -2.046500 -6.526283 -8.149749  -0.4147
C -2.876266 -5.436000 -7.930168  -0.2663
C -4.230096 -5.525927 -8.220219  -0.5473
H -5.811990 -6.777721 -8.949182  0.3553
H -4.335348 -8.719930 -9.335208  0.3471
H -1.922448 -8.555974 -8.831010  0.3669
H -0.990393 -6.454476 -7.923194  0.4789
H -2.467236 -4.517656 -7.531207  0.4330
H -4.875316 -4.673510 -8.051525  0.3761
C -3.096004 6.329465 6.963320  -0.2356
C -2.813679 5.547244 5.852736  0.2339
C -3.832572 5.187681 4.979606  -0.3088
C -5.131659 5.615456 5.215811  -0.6723
C -5.412879 6.399309 6.325594  -0.3782
C -4.395387 6.755175 7.199778  -0.5138
H -2.300510 6.609976 7.640638  0.2253
H -1.797839 5.220441 5.668613  -0.0379
H -3.615614 4.579706 4.109832  0.4932
H -5.923441 5.339684 4.531348  0.4197
H -6.425609 6.734881 6.508332  0.3606
H -4.615637 7.365286 8.066473  0.3745

Cartesian forces (eV/Å) of the 6 atoms listed first:
O 0.3 0.0 0.7
C -0.5 -0.2 -0.8
N 0.5 0.6 0.4
C -1.1 -0.7 -0.7
C 1.0 1.4 -0.5
O -0.1 -0.1 0.1

## Properties
- net charge = -1
- spin multiplicity = 1
- energy relative to the best compared isomer or geometry (same formula, charge and spin) (kcal/mol) = 0.0